An isolated molecule of C5H5NO at a distorted geometry. Source: the OMol25 dataset; level of theory: the ωB97M-V functional and the def2-TZVPD basis.

Properties
E_tot (a.u.): -323.376215
Gap between HOMO and LUMO (spin up / spin down) (hartree): 0.29274 / 0.29286
Lowest unoccupied orbital energy (spin up / spin down) (eV): -0.810 / -0.808
ΔE to the lowest compared entry with this formula, charge and spin (kJ/mol): 376.7
HOMO energy (spin up / spin down) (eV): -8.78 / -8.78

Geometry as XYZ:
```
12
C5H5NO (the ωB97M-V functional and the def2-TZVPD basis)
O 0.078 -1.114 1.614
N 0.998 -1.274 -2.474
C 0.649 -0.491 -1.699
C 0.211 0.510 -0.720
C -1.052 0.204 0.077
C -0.981 -0.817 1.028
C 0.992 0.642 0.488
H 0.866 1.549 1.067
H -1.892 -1.401 1.234
H -1.962 0.740 -0.172
H 1.798 -0.030 0.747
H 0.044 1.474 -1.208
```